# 1
Computed, not measured: a structure of composition C25H28F4IrN4, with ωB97M-V/def2-TZVPD.

- HOMO energy (eV) = -10.205
- LUMO (eV) = -3.663
- E (hartree) = -1691.92051
- orbital gap (eV) = 6.54
- charge = +1

Each line ends with the natural charge from an NBO analysis.
Positions of all 62 atoms, in Å:
Ir: -0.293 -0.285 -1.276  1.0348
C: 0.360 3.482 -2.076  -0.5992
N: 0.714 2.354 0.070  -0.4947
C: 2.045 2.933 0.137  -0.3989
C: -0.957 1.119 1.527  -0.4422
C: -1.656 -0.230 1.330  -0.2240
N: -1.852 -0.553 -0.082  -0.5420
C: -2.754 -1.457 -0.563  0.0662
C: -2.852 -1.596 -1.955  0.2536
F: -1.983 -0.822 -2.723  -0.3315
C: -3.743 -2.426 -2.593  0.3598
F: -3.744 -2.471 -3.924  -0.2890
C: -4.618 -3.196 -1.855  -0.3658
C: -4.545 -3.092 -0.478  0.3828
F: -5.359 -3.828 0.275  -0.2844
C: -3.642 -2.263 0.166  0.2653
F: -3.627 -2.251 1.506  -0.2971
H: 0.868 4.397 -1.778  0.2349
H: -0.416 3.736 -2.794  0.2353
H: 1.080 2.813 -2.545  0.2242
H: 2.108 3.795 0.809  0.1938
H: 2.415 3.232 -0.840  0.2058
H: 2.730 2.167 0.500  0.2135
H: -1.596 1.909 1.132  0.2177
H: -0.925 1.304 2.603  0.2376
H: -2.636 -0.155 1.802  0.2296
H: -1.104 -1.024 1.847  0.1976
H: -5.323 -3.862 -2.329  0.2665
C: 2.969 0.900 3.496  -0.6073
C: 1.987 -0.238 3.218  -0.4154
C: 2.331 -1.069 1.999  -0.0954
C: 3.295 -2.054 2.200  -0.1560
C: 3.645 -2.997 1.250  -0.2433
C: 2.950 -2.999 0.058  -0.1658
C: 2.006 -2.017 -0.198  -0.1477
C: 1.222 -2.077 -1.469  -0.3665
C: 1.603 -1.092 -2.577  -0.6512
C: 1.732 -0.984 0.721  0.2442
N: 0.891 0.033 0.266  -0.5748
C: 0.486 1.230 0.971  0.1105
C: -0.267 2.791 -0.843  0.2511
C: -1.423 3.705 -0.469  -0.0881
C: -2.568 3.203 -0.934  -0.2963
C: -2.270 1.877 -1.433  0.1659
N: -1.010 1.595 -1.364  -0.4233
H: 2.651 1.499 4.350  0.2197
H: 3.082 1.566 2.638  0.1925
H: 3.959 0.502 3.716  0.2213
H: 0.961 0.128 3.176  0.1957
H: 1.997 -0.919 4.072  0.2265
H: 3.761 -2.101 3.178  0.2159
H: 4.395 -3.744 1.461  0.2284
H: 3.125 -3.773 -0.681  0.2145
H: 0.068 -2.096 -1.200  0.2004
H: 1.222 -3.094 -1.868  0.2775
H: 1.571 -0.018 -2.245  0.2220
H: 0.958 -1.196 -3.453  0.2412
H: 2.622 -1.181 -2.953  0.2873
H: 1.160 1.386 1.803  0.2388
H: -1.263 4.686 -0.047  0.2435
H: -3.548 3.652 -0.932  0.2527
H: -2.993 1.165 -1.803  0.2314

# 2
Computed, not measured: a cluster of 2 separate species, C10H21N3O6 in total at a distorted geometry, with ωB97M-V/def2-TZVPD.

- HOMO energy (eV) = -9.283
- LUMO (eV) = 0.128
- E (hartree) = -1009.37114
- orbital gap (eV) = 9.41
- energy above the lowest of the compared OMol25 structures with the same formula, charge and spin (kcal/mol) = 0.0
- SMILES = CNC(=O)[C@H](CO)NC(C)=O.N[C@@H](CCO)C(=O)O

Each line ends with the natural charge from an NBO analysis.
Positions of all 40 atoms, in Å:
C: -4.859 0.429 1.198  -0.4106
N: -3.547 0.841 0.702  -0.6104
C: -3.261 1.025 -0.595  0.6506
O: -4.107 0.879 -1.470  -0.6138
C: -1.869 1.579 -0.943  -0.1499
C: -0.788 0.491 -0.875  -0.0515
O: -1.001 -0.490 -1.864  -0.7077
N: -1.479 2.688 -0.055  -0.6218
C: -1.974 3.924 -0.052  0.6790
C: -3.023 4.331 -1.068  -0.7176
O: -1.571 4.732 0.769  -0.6253
H: -4.867 0.420 2.289  0.2077
H: -5.101 -0.569 0.825  0.2102
H: -5.620 1.126 0.840  0.2121
H: -2.833 1.056 1.378  0.3939
H: -1.908 1.940 -1.971  0.2374
H: -0.800 0.024 0.111  0.1577
H: 0.188 0.948 -1.040  0.1668
H: -0.322 -1.168 -1.812  0.4768
H: -0.763 2.524 0.634  0.4029
H: -3.917 3.724 -0.940  0.2382
H: -2.629 4.201 -2.074  0.2277
H: -3.276 5.379 -0.914  0.2475
N: 5.124 -2.756 0.557  -0.8465
C: 3.699 -2.825 0.947  -0.1442
C: 2.884 -2.131 -0.160  -0.4246
C: 3.045 -0.605 -0.165  -0.0568
O: 4.392 -0.228 -0.466  -0.7463
C: 3.183 -4.270 1.169  0.7906
O: 3.410 -5.118 0.318  -0.6042
O: 2.474 -4.528 2.294  -0.6700
H: 5.332 -1.820 0.189  0.3952
H: 5.330 -3.465 -0.150  0.3697
H: 3.560 -2.285 1.889  0.2000
H: 3.168 -2.534 -1.137  0.2251
H: 1.824 -2.358 -0.007  0.2040
H: 2.755 -0.199 0.810  0.1620
H: 2.378 -0.178 -0.920  0.1621
H: 4.490 0.741 -0.491  0.4848
H: 2.276 -5.476 2.248  0.4994

# 3
Computed, not measured: a structure of composition C30H39AlBBeBrF9KN5O10PS at a distorted geometry, with ωB97M-V/def2-TZVPD.

- HOMO energy (eV) = -5.785
- LUMO (eV) = -3.734
- E (hartree) = -7285.65572
- orbital gap (eV) = 2.05

Each line ends with the Mulliken charge.
Positions of all 100 atoms, in Å:
C: 0.072 -5.612 4.158  -0.6120
C: -0.323 -6.113 2.620  -0.4025
C: 0.060 -4.923 1.538  -0.1616
O: -0.928 -4.737 0.465  -0.3443
C: -2.094 -3.952 0.901  -0.1858
C: -1.883 -2.320 0.833  0.5422
C: -0.404 -1.587 0.739  -0.6266
C: -0.241 0.073 0.690  0.6809
O: 1.130 0.586 0.655  -0.4296
C: 1.937 -0.066 -0.412  -0.5195
C: 1.199 -0.104 -1.878  -0.3744
C: -1.518 1.124 0.681  0.3161
C: -3.001 0.351 0.788  0.1745
C: -3.186 -1.279 0.868  -0.3366
C: -4.708 -1.918 1.024  -0.9725
C: -5.324 -1.778 2.545  -0.5799
C: -4.207 -1.640 3.734  0.7998
F: -3.585 -0.278 3.840  -0.1968
F: -3.159 -2.688 3.741  -0.0592
F: -4.961 -1.812 5.033  -0.2494
S: -4.620 1.364 0.861  -0.1954
C: -4.047 2.947 1.766  0.2937
C: -5.063 3.831 2.706  -0.4722
C: -4.562 5.242 3.448  -0.4244
C: -2.999 5.672 3.163  -0.5041
C: -1.961 4.765 2.216  -1.1013
C: -2.450 3.349 1.470  0.6337
N: -1.520 2.587 0.598  0.5607
C: -0.372 3.304 0.022  -0.4990
O: 0.696 3.583 0.819  -0.4048
N: -0.294 3.831 -1.393  -0.0712
C: 1.083 3.702 -2.002  0.5606
O: 1.185 2.926 -3.107  -0.3706
F: 2.322 4.378 -1.557  -0.1939
H: -0.803 -5.988 4.872  0.2188
H: 0.104 -4.446 4.272  -0.0813
H: 1.129 -6.021 4.464  0.3352
H: 0.358 -7.069 2.429  0.3149
H: -1.446 -6.439 2.522  0.2776
H: 1.109 -5.089 1.029  0.3431
H: 0.144 -3.925 2.154  -0.0429
H: -2.426 -4.360 1.947  0.0365
H: -2.977 -4.199 0.138  0.1491
H: 0.573 -2.233 0.724  0.1539
H: 2.906 0.609 -0.529  0.4502
H: 2.282 -1.164 -0.129  0.1619
H: 0.683 -1.168 -2.015  0.3110
H: 0.333 0.685 -2.012  0.0997
H: 1.990 -0.037 -2.765  0.0962
H: -4.771 -3.057 0.727  0.2298
H: -5.449 -1.356 0.276  0.3592
H: -5.958 -0.771 2.552  0.2831
H: -6.117 -2.634 2.803  0.4209
H: -6.196 3.533 2.902  0.3238
H: -5.256 5.915 4.110  0.3433
H: -2.611 6.692 3.642  0.2851
H: -0.881 5.225 2.093  0.7009
H: -0.441 4.880 -1.290  0.3061
N: -7.333 5.427 7.112  0.0082
C: -6.233 4.611 7.077  -0.6466
C: -6.665 3.322 6.859  -0.4184
C: -8.076 3.363 6.752  -0.1975
C: -8.461 4.676 6.909  -0.5341
H: -7.315 6.428 7.262  0.2178
H: -5.239 5.016 7.212  0.4299
H: -6.033 2.447 6.784  0.4607
H: -8.739 2.526 6.579  0.3616
H: -9.439 5.138 6.895  0.3871
K: -1.169 6.332 0.774  1.0156
C: 2.125 -2.028 -4.850  0.8788
O: 1.238 -1.781 -4.048  -0.5889
N: 2.700 -3.240 -4.948  -0.2382
N: 2.607 -1.110 -5.706  -0.2323
H: 3.432 -3.462 -5.601  0.1312
H: 2.367 -3.960 -4.321  0.2887
H: 2.201 -0.184 -5.666  0.3644
H: 3.337 -1.294 -6.373  0.1832
Br: 0.649 -0.731 -6.655  -0.0397
Be: -9.799 1.838 5.009  -0.0554
F: 1.006 -4.219 -3.801  -0.7821
C: 6.895 -0.311 -7.158  -0.8458
C: 6.425 -0.807 -8.510  -0.3612
O: 5.021 -0.637 -8.628  -0.5291
H: 6.392 -0.856 -6.352  0.1713
H: 7.976 -0.439 -7.050  0.3689
H: 6.651 0.748 -7.027  0.3227
H: 6.652 -1.871 -8.628  0.2820
H: 6.915 -0.258 -9.321  0.2812
H: 4.831 0.312 -8.530  0.3001
O: 6.452 0.284 -2.936  -0.5468
P: 7.883 0.533 -3.441  0.8986
O: 7.843 1.483 -4.649  -0.5315
O: 8.518 -0.803 -3.860  -0.3326
O: 8.720 1.168 -2.318  -0.4506
Al: -1.765 -2.215 4.819  0.6164
B: 11.776 -1.168 -3.231  0.6998
F: 12.075 -1.817 -4.497  -0.4302
F: 10.690 -1.874 -2.570  -0.4262
F: 12.957 -1.192 -2.383  -0.4175
F: 11.381 0.210 -3.474  -0.4141

# 4
Computed, not measured: a cluster of 3 separate species, C5H12NO2 in total at a distorted geometry, with ωB97M-V/def2-TZVPD.

- HOMO energy (eV) = -12.315
- LUMO (eV) = -7.936
- E (hartree) = -402.40087
- orbital gap (eV) = 4.38
- energy above the lowest of the compared OMol25 structures with the same formula, charge and spin (kcal/mol) = 201.4
- charge = +1

Each line ends with the natural charge from an NBO analysis.
Positions of all 20 atoms, in Å:
O: 2.661 -1.334 0.444  -0.6964
C: 2.736 -0.401 -0.591  0.4759
O: 1.646 -0.047 -1.013  -0.5276
C: 3.608 0.981 0.044  -0.2325
C: -3.951 0.535 0.319  -0.3708
C: -3.844 -0.423 1.295  0.0887
C: -4.117 0.249 -1.015  0.0900
N: 4.615 0.589 0.775  -0.4771
H: 3.389 -0.778 -1.398  0.1792
H: 3.737 1.637 -0.816  0.2097
H: -3.845 1.578 0.595  0.2583
H: -3.835 -0.138 2.341  0.2414
H: -4.122 -1.446 1.055  0.2247
H: -0.727 -1.187 -0.172  0.0198
H: -4.291 1.071 -1.700  0.2412
H: -0.980 -1.011 -0.852  -0.0199
H: -4.435 -0.752 -1.293  0.2258
H: 3.420 -1.187 1.032  0.4909
H: 5.507 0.657 0.279  0.3422
H: 2.825 1.406 0.672  0.2365

# 5
Computed, not measured: a cluster of 2 separate species, C5H9N2O3 in total at a distorted geometry, with ωB97M-V/def2-TZVPD.

- spin multiplicity = 3
- HOMO energy (alpha / beta) (eV) = -0.751 / -3.564
- LUMO (alpha / beta) (eV) = 3.795 / 3.101
- E (hartree) = -530.88347
- orbital gap (alpha / beta) (eV) = 4.55 / 6.67
- energy above the lowest of the compared OMol25 structures with the same formula, charge and spin (kcal/mol) = 0.0
- charge = -1

Each line ends with the Löwdin spin population.
Positions of all 19 atoms, in Å:
C: -0.480 -0.303 -0.216  0.2455
C: -1.640 0.205 -0.779  0.3459
C: 0.780 -0.258 -0.996  0.0464
C: 0.710 -0.810 1.817  0.0364
C: -1.044 2.489 -1.126  0.0855
N: -0.491 -0.808 1.015  0.4075
N: -2.720 -0.092 -1.207  0.1194
O: -3.187 -1.522 -0.866  0.1913
O: -1.581 -1.068 1.603  0.3446
O: 0.131 2.825 -0.877  0.0812
H: 1.588 0.577 -0.935  0.0252
H: 0.490 -0.122 -2.031  0.0062
H: 1.265 -1.228 -0.821  0.0015
H: 1.299 0.010 1.446  0.0100
H: 0.411 -0.792 2.912  0.0069
H: 1.371 -1.593 1.540  0.0148
H: -1.774 2.665 -0.382  0.0056
H: -1.416 1.917 -2.050  0.0191
H: -2.577 -1.783 -0.042  0.0070

# 6
Computed, not measured: a structure of composition C38H53F5N6OOsTe at a distorted geometry, with ωB97M-V/def2-TZVPD.

- HOMO energy (alpha / beta) (eV) = -12.899 / -12.903
- LUMO (alpha / beta) (eV) = -8.067 / -8.067
- E (hartree) = -2741.04867
- orbital gap (alpha / beta) (eV) = 4.83 / 4.84
- energy above the lowest of the compared OMol25 structures with the same formula, charge and spin (kcal/mol) = 0.0
- charge = +2

Each line ends with the Mulliken charge.
Positions of all 105 atoms, in Å:
Os: 0.400 -0.666 -0.583  1.3575
C: 0.157 6.639 -1.860  -1.2749
C: -0.348 5.518 -0.936  -0.6076
C: 0.534 4.318 -0.984  0.2194
C: 1.885 4.205 -0.338  0.4340
C: 2.568 5.270 0.445  -0.7275
C: 1.993 5.378 1.865  -1.1145
C: 1.489 2.306 -1.284  1.0473
C: 1.926 1.155 -1.839  -1.3337
C: 2.908 0.403 -1.018  0.1113
C: 4.283 0.067 -0.937  0.9167
C: 5.354 0.604 -1.830  -0.5970
C: 4.992 0.515 -3.312  -1.2487
C: 4.403 -0.800 0.138  0.6628
C: 3.084 -1.002 0.701  0.0169
C: 2.607 -1.832 1.665  -0.5081
C: 1.234 -1.852 2.013  0.6362
N: 0.264 -1.267 1.280  -0.2162
C: -0.927 -1.366 1.989  0.2110
C: -2.049 -0.709 1.621  -0.8027
C: -2.170 0.209 0.532  0.1412
N: -1.129 0.697 -0.181  -0.2176
C: -1.698 1.595 -1.125  0.3993
C: -1.072 2.611 -1.758  -1.0624
C: 0.274 3.093 -1.503  -0.4720
N: 2.376 3.014 -0.448  -0.2916
C: -3.159 1.514 -1.022  0.8105
C: -3.438 0.700 0.037  0.2132
C: -4.758 0.368 0.667  -1.0491
C: -5.205 1.443 1.662  -1.3523
C: -4.076 2.337 -1.877  -0.4797
C: -5.404 1.690 -2.275  -1.3602
C: -0.681 -2.156 3.184  0.2492
C: 0.652 -2.433 3.210  0.7400
C: 1.428 -3.190 4.237  -1.2707
C: 1.658 -4.654 3.844  -0.9869
C: -1.751 -2.576 4.132  -1.2103
C: -2.514 -3.792 3.587  -0.9764
N: 2.214 -0.193 -0.030  -0.0361
C: 5.646 -1.393 0.702  -1.6077
C: 6.189 -0.553 1.868  -1.1410
H: -0.583 7.436 -1.909  0.4279
H: 0.324 6.265 -2.870  0.3558
H: 1.088 7.073 -1.502  0.3193
H: -1.364 5.246 -1.224  0.2623
H: -0.405 5.887 0.091  0.2768
H: 2.479 6.227 -0.067  0.2420
H: 3.625 5.014 0.500  0.3874
H: 0.950 5.694 1.867  0.3143
H: 2.563 6.113 2.432  0.3945
H: 2.064 4.420 2.381  0.3114
H: 1.509 0.715 -2.746  0.5432
H: 6.282 0.066 -1.640  0.3394
H: 5.538 1.647 -1.555  0.3558
H: 4.831 -0.520 -3.616  0.3563
H: 5.795 0.924 -3.922  0.4350
H: 4.090 1.087 -3.537  0.2447
H: 3.276 -2.488 2.205  0.7304
H: -2.933 -0.865 2.223  0.5429
H: -1.708 3.252 -2.357  0.7383
H: -4.693 -0.600 1.167  0.4815
H: -5.511 0.245 -0.107  0.4364
H: -4.473 1.570 2.461  0.3315
H: -6.159 1.175 2.114  0.4449
H: -5.325 2.407 1.164  0.3323
H: -3.546 2.612 -2.790  0.4563
H: -4.280 3.275 -1.351  0.4108
H: -5.260 0.670 -2.635  0.2145
H: -5.856 2.265 -3.081  0.4557
H: -6.118 1.670 -1.455  0.3434
H: 0.892 -3.148 5.186  0.4238
H: 2.386 -2.694 4.408  0.4433
H: 0.705 -5.176 3.748  0.2309
H: 2.244 -5.158 4.611  0.4267
H: 2.176 -4.742 2.889  0.2158
H: -2.441 -1.747 4.303  0.4346
H: -1.310 -2.813 5.101  0.3728
H: -2.912 -3.598 2.589  0.2033
H: -3.341 -4.049 4.248  0.4234
H: -1.855 -4.657 3.516  0.2488
H: 6.399 -1.466 -0.082  0.4739
H: 5.444 -2.412 1.040  0.4428
H: 6.425 0.459 1.538  0.3294
H: 7.098 -1.005 2.261  0.4126
H: 5.461 -0.486 2.677  0.3236
N: -3.212 -3.611 -2.599  -0.1229
C: -3.370 -2.307 -3.298  -0.9997
C: -2.082 -1.480 -3.292  -0.7660
N: -1.575 -1.349 -1.917  -0.0944
H: -4.069 -4.153 -2.669  0.3929
H: -2.878 -3.538 -1.461  0.1342
H: -2.464 -4.157 -3.025  0.2788
H: -4.154 -1.752 -2.780  0.4225
H: -3.701 -2.481 -4.321  0.4209
H: -2.304 -0.496 -3.707  0.4431
H: -1.315 -1.940 -3.915  0.5221
H: -1.289 -2.286 -1.666  0.0099
H: -2.377 -1.220 -1.306  -0.0986
F: -0.527 -6.293 -0.742  -0.4365
Te: 0.249 -4.559 -0.663  1.7967
F: -0.536 -4.180 -2.428  -0.5948
F: -2.329 -3.407 -0.317  -0.6663
F: 1.801 -4.368 0.591  -0.5399
F: 1.602 -5.216 -1.732  -0.3891
O: 0.820 -2.214 -1.260  -0.8253